[1]
Molecular formula: C52H126InN8O19
Method: DFT, ωB97M-V/def2-TZVPD

```
! RIJCOSX wB97M-V def2-TZVPD def2/J DEFGRID3
* xyz 1 1
In 5.21201 1.25720 4.79265
C -0.07780 -2.13622 0.21958
C 0.46373 -1.30314 1.29802
C -0.44366 -0.15224 1.90786
O 0.10806 0.51812 2.75727
C -1.75696 0.00992 1.38858
C -2.20294 -0.79996 0.34359
C -1.33231 -1.92325 -0.23224
O -1.81913 -2.87070 -1.02752
O -3.32943 -0.45311 -0.16260
O 1.65776 -1.39557 1.65280
H 0.45105 -2.97444 -0.20949
H -2.38674 0.77936 1.81016
C 3.04948 7.08512 8.60586
C 3.56861 5.65495 8.49543
C 3.19999 4.73597 9.62961
O 3.64054 3.44318 9.30280
C 3.89890 2.62028 10.44334
N 3.03722 5.18729 7.26644
H 3.32509 7.69214 7.74349
H 3.51802 7.54761 9.47458
H 1.96470 7.15261 8.52351
H 4.65523 5.61292 8.42068
H 2.11632 4.64991 9.70920
H 3.57465 5.20181 10.54106
H 4.01398 1.58386 10.12603
H 3.02165 2.59472 11.08978
H 4.79299 3.00472 10.93417
H 2.03935 5.10804 7.40089
H 3.12144 5.99390 6.66444
C -0.33590 5.63368 -7.96980
C -0.69045 6.39108 -6.57722
C -1.44546 5.50117 -5.56430
O -0.58484 4.39619 -5.29592
C -1.02216 3.56053 -4.23834
N 0.46618 6.82520 -5.83515
H 0.21250 4.71057 -7.78212
H 0.33892 6.22827 -8.58557
H -1.22085 5.37902 -8.55300
H -1.31304 7.26522 -6.76790
H -2.33924 5.37680 -6.17568
H -1.72963 6.09217 -4.69363
H -2.00911 3.21239 -4.54303
H -1.13190 4.09862 -3.29678
H -0.35883 2.69743 -4.18221
H 0.66828 5.99862 -5.29108
H 1.20434 6.95681 -6.51183
C 2.95078 -7.87095 1.76178
C 4.53995 -8.00954 1.42108
C 4.65739 -8.88551 0.12571
O 6.03445 -8.82031 -0.44996
C 7.06861 -9.23364 0.47237
N 5.10341 -6.74686 1.09960
H 2.59504 -8.71779 2.34865
H 2.34561 -7.81723 0.85680
H 2.64670 -6.95288 2.26456
H 5.13332 -8.50697 2.18827
H 3.99137 -8.37830 -0.57233
H 4.37829 -9.92148 0.31800
H 7.23637 -8.50490 1.26540
H 8.05142 -9.19097 0.00294
H 6.95137 -10.22776 0.90373
H 4.34326 -6.08931 1.00009
H 5.65761 -6.90116 0.26944
C -8.40048 -2.85914 3.87982
C -6.95764 -2.80066 4.30827
C -6.11478 -3.77191 3.48700
O -6.34972 -5.10298 3.83365
C -5.45798 -6.03980 3.37947
N -6.55879 -1.45614 4.10531
H -8.74299 -3.88582 4.00913
H -8.56983 -2.61565 2.83095
H -9.00489 -2.18428 4.48592
H -7.03836 -3.14609 5.33893
H -5.06343 -3.49849 3.57649
H -6.21566 -3.47059 2.44435
H -5.25521 -5.98706 2.30979
H -5.76661 -7.04743 3.65793
H -4.48252 -5.84362 3.82453
H -6.72731 -1.24115 3.13295
H -5.55223 -1.41754 4.03156
C -10.73769 -2.29914 -4.32812
C -11.03366 -0.86476 -4.83942
C -12.39415 -0.19628 -4.34910
O -13.34191 -1.06453 -4.84900
C -14.68994 -0.61633 -4.70315
N -9.79570 -0.07686 -4.52003
H -9.83204 -2.75889 -4.72376
H -11.56442 -3.00017 -4.44287
H -10.63023 -2.27299 -3.24374
H -11.12008 -0.93904 -5.92345
H -12.47415 0.83105 -4.70447
H -12.29895 -0.03786 -3.27488
H -15.05112 -0.57540 -3.67554
H -15.36640 -1.25917 -5.26641
H -14.81321 0.28053 -5.31023
H -10.02902 0.90565 -4.53842
H -9.61504 -0.25348 -3.54214
C -8.32932 4.77512 0.67116
C -9.22536 3.54867 1.08101
O -9.02690 2.50344 0.17771
H -8.36531 4.95232 -0.40374
H -7.31473 4.69628 1.06168
H -8.62490 5.71013 1.14706
H -10.27509 3.83739 1.02806
H -8.99444 3.39003 2.13439
H -8.09912 2.28401 0.06514
C -3.05733 -1.61029 -8.39052
C -3.83378 -2.04001 -7.18033
O -3.36792 -3.38093 -6.90265
H -1.99169 -1.65994 -8.16684
H -3.32212 -0.63471 -8.79822
H -3.21815 -2.31350 -9.20766
H -4.85977 -1.92250 -7.52907
H -3.57771 -1.56725 -6.23215
H -3.12854 -3.43588 -5.97460
C -6.58498 -7.93375 -6.16252
C -5.89349 -8.20453 -4.78166
O -6.84565 -7.99962 -3.75145
H -5.83317 -8.26309 -6.87974
H -6.67489 -6.87043 -6.38470
H -7.50857 -8.46754 -6.38645
H -5.11396 -7.48883 -4.52050
H -5.40658 -9.17955 -4.80025
H -6.60221 -7.20157 -3.27662
C -3.82753 6.48288 5.85049
C -3.48627 5.06896 5.49930
O -2.25885 4.55560 5.86287
H -3.02856 7.11062 5.45590
H -3.88887 6.70986 6.91484
H -4.79051 6.77058 5.42861
H -3.44312 5.06354 4.41017
H -4.24912 4.29803 5.60799
H -2.06450 3.82628 5.26964
C 6.49993 -3.19485 -5.02882
O 6.02540 -2.15776 -5.82523
C 4.55201 -2.02095 -5.73257
C 4.05837 -0.98488 -6.71439
N 4.49487 0.40858 -6.46250
C 5.97028 0.71439 -6.67944
C 6.17306 2.21398 -6.99341
O 5.76130 2.99582 -5.87167
C 6.17273 4.40960 -5.99462
H 6.21905 -3.18931 -3.97565
H 7.56630 -3.41854 -5.05906
H 5.97415 -4.07875 -5.38989
H 4.38342 -1.68788 -4.70849
H 4.06650 -2.99155 -5.83411
H 2.98983 -0.79322 -6.61651
H 4.22636 -1.25340 -7.75736
H 3.84901 1.08134 -6.85024
H 6.32851 0.23833 -7.59222
H 6.61790 0.47990 -5.83463
H 5.60361 2.54425 -7.86218
H 7.22201 2.22787 -7.28944
H 6.98927 4.50345 -5.27868
H 5.52967 5.21167 -5.63230
H 6.62227 4.65843 -6.95592
C 6.09630 1.00558 -0.28876
O 5.80486 2.29638 0.23359
C 5.61514 3.36741 -0.66337
C 5.53255 4.67686 0.12023
N 4.36218 4.92425 0.96466
C 3.17081 4.94423 0.15901
C 1.96976 5.53644 0.96858
O 2.20626 6.72312 1.67898
C 2.54703 7.78034 0.87195
H 7.04509 0.98015 -0.82472
H 5.30975 0.70032 -0.97887
H 6.18786 0.35400 0.58024
H 4.70317 3.02158 -1.15000
H 6.39781 3.33662 -1.42138
H 5.42973 5.39435 -0.69385
H 6.50771 4.79416 0.59287
H 4.44927 5.86044 1.33352
H 2.92349 3.94743 -0.20615
H 3.32517 5.47949 -0.77788
H 1.53388 4.83429 1.67927
H 1.12620 5.81825 0.33842
H 1.89190 7.92751 0.01332
H 3.47518 7.42760 0.42227
H 2.81658 8.65156 1.46896
C 9.35670 -0.34820 3.29814
O 8.42708 -1.03033 4.26367
C 8.79092 -2.39888 4.51767
C 7.92218 -3.08661 5.59058
N 6.44961 -2.91304 5.41727
C 5.80595 -3.50165 6.62816
C 4.30262 -3.41329 6.59314
O 4.00092 -2.07185 6.55312
C 2.71338 -1.82143 7.01287
H 9.56312 -1.06467 2.50306
H 10.32934 -0.05910 3.69627
H 9.03492 0.57842 2.82281
H 9.80182 -2.31518 4.91665
H 8.70386 -2.94802 3.58014
H 8.35902 -2.77103 6.53804
H 8.21152 -4.13742 5.57741
H 6.31924 -3.65144 4.74061
H 6.30392 -3.09145 7.50672
H 6.03578 -4.56404 6.54692
H 3.87918 -3.92275 7.45873
H 3.85437 -3.85343 5.70238
H 2.41672 -2.30807 7.94199
H 2.03295 -2.06346 6.19646
H 2.74463 -0.75906 7.25472
*
```

Computed properties:
HOMO level   -9.80 eV
Frontier orbital gap   0.098 Eh


[2]
Molecular formula: C11H17Cl3O3Ti
Method: DFT, ωB97M-V/def2-TZVPD

```
! RIJCOSX wB97M-V def2-TZVPD def2/J DEFGRID3
* xyz -2 1
C -0.82560 -0.58124 -0.98192
C -0.26610 0.62972 -1.47543
C -0.15042 1.55035 -0.36259
C -0.08751 0.95126 -2.91940
C -0.63335 0.89731 0.80556
C -1.27230 -0.36847 0.41030
C -2.26670 -0.99832 1.09845
C -1.20777 -1.75072 -1.79405
C 0.22448 2.98800 -0.48063
C -0.80253 1.48909 2.14937
Ti 1.32046 -0.18460 -0.07668
Cl 2.90885 1.25661 -1.77100
Cl 2.18153 -1.80005 -1.39694
Cl 2.55235 1.32224 1.31680
H 0.24404 0.06844 -3.46985
H 0.67517 1.71923 -3.04577
H -1.03199 1.29635 -3.35941
H 1.13390 3.08685 -1.08197
H 0.41484 3.42354 0.50330
H -0.57873 3.55904 -0.96747
H 0.06000 2.10955 2.41518
H -0.88777 0.67998 2.88257
H -1.71544 2.09881 2.21289
H -2.55173 -0.62964 2.07985
H -0.66125 -3.33940 1.09371
H -2.75221 -1.86744 0.66326
H -0.60427 -1.80841 -2.70394
H -2.27363 -1.72569 -2.05616
H -1.00195 -2.64008 -1.18571
O 0.00953 -3.04822 0.45111
H 0.69061 -2.58022 0.98514
O 2.03541 -2.23579 3.46662
C 2.32401 -1.46668 2.57301
O 1.56467 -1.26430 1.49180
H 3.23140 -0.83709 2.53000
*
```

Computed properties:
HOMO level (spin up / spin down)   0.26 / 0.07 eV
Frontier orbital gap (spin up / spin down)   0.189 / 0.196 Eh


[3]
Molecular formula: C3H9N2
Method: DFT, ωB97M-V/def2-TZVPD

```
! RIJCOSX wB97M-V def2-TZVPD def2/J DEFGRID3
* xyz 1 1
C -1.52898 -0.23106 -0.34134
C -0.52805 0.94137 -0.66806
N 0.52744 -0.29613 1.54014
C 1.29719 -0.52385 0.41106
N 0.76346 0.27110 -0.70025
H -1.06731 -0.91434 0.39400
H -2.35256 0.15626 0.27523
H -1.95685 -0.80610 -1.17819
H -0.68950 1.35543 -1.65600
H -0.60076 1.69271 0.14107
H 1.11568 -1.59847 0.13144
H 1.12091 -0.50381 2.36454
H 2.38266 -0.39909 0.38246
H 1.51667 0.85598 -1.09610
*
```

Computed properties:
HOMO level   -14.87 eV
Frontier orbital gap   0.222 Eh


[4]
Molecular formula: C41H46N9NaO2Sb
Method: DFT, ωB97M-V/def2-TZVPD

```
! RIJCOSX wB97M-V def2-TZVPD def2/J DEFGRID3
* xyz 1 1
Na -0.34545 0.15487 0.23890
C 1.89600 4.74113 0.95839
C 3.13472 4.37152 1.45905
C 3.29044 3.10213 1.98097
C 2.19761 2.23474 2.00668
N 1.02123 2.57573 1.47787
C 0.88257 3.79654 0.97240
C 2.28338 0.92420 2.70775
C 3.24592 0.73788 3.70013
C 3.30320 -0.47314 4.36382
C 2.35298 -1.43479 4.07736
C 1.36609 -1.13700 3.13932
N 1.36325 -0.00471 2.43713
C 0.25385 -2.09738 2.91871
C -0.24990 -2.83490 3.98920
C -1.26386 -3.74864 3.75882
C -1.72798 -3.91490 2.46483
C -1.17844 -3.12406 1.46968
N -0.22813 -2.22166 1.68350
H 1.72202 5.73437 0.56572
H 3.96716 5.06280 1.45026
H 4.25430 2.78716 2.35264
H -0.09805 4.03246 0.57041
H 3.92576 1.53233 3.96978
H 4.06437 -0.65697 5.11020
H 2.37894 -2.39950 4.56405
H 0.13624 -2.68266 4.98754
H -1.67774 -4.32519 4.57560
H -2.50192 -4.63469 2.23570
H -1.49418 -3.23643 0.43667
C -1.17908 1.62869 3.36232
C -2.25956 0.62079 3.11475
C -3.11097 0.26561 4.16198
C -4.16253 -0.59375 3.92402
C -4.35394 -1.05080 2.63004
C -3.45640 -0.67077 1.64227
N -2.40962 0.12483 1.87943
Sb -4.13968 -1.18908 -0.34778
C -4.19108 0.83998 -1.08816
C -4.93725 1.14727 -2.21862
C -4.88736 2.44458 -2.70338
C -4.11864 3.38202 -2.03402
C -3.41581 2.99295 -0.89732
C -2.61651 3.97641 -0.09032
N -3.44998 1.73585 -0.45034
C -2.51475 -1.64888 -1.73018
C -2.51138 -2.89480 -2.34555
C -1.87945 -3.03416 -3.57261
C -1.28367 -1.92678 -4.14643
C -1.28217 -0.72154 -3.44567
C -0.66287 0.51454 -4.03331
N -1.87670 -0.59836 -2.25807
H -0.61451 1.37826 4.26244
H -0.49695 1.68802 2.52245
H -1.63423 2.60935 3.52313
H -2.94772 0.68030 5.14845
H -4.83599 -0.88341 4.72066
H -5.19380 -1.68863 2.38274
H -5.52837 0.38357 -2.70865
H -5.44644 2.72522 -3.58727
H -4.07108 4.40638 -2.38137
H -3.27464 4.48631 0.61687
H -1.85479 3.44944 0.48263
H -2.16141 4.73703 -0.72548
H -3.03351 -3.72880 -1.89235
H -1.88298 -3.98512 -4.09065
H -0.83241 -1.98634 -5.12862
H -0.85150 1.36086 -3.37456
H -1.10135 0.72743 -5.00939
H 0.41165 0.38005 -4.17237
N 1.37636 3.53040 -3.41059
C 2.60986 3.02996 -2.79671
C 2.30391 1.95606 -1.74301
O 3.15482 1.43843 -1.07472
O 1.01441 1.61554 -1.67690
H 1.17574 4.48193 -3.13216
H 0.58078 2.15580 -2.38499
H 1.42166 3.51865 -4.41995
H 3.19147 3.81014 -2.30774
H 3.26033 2.56608 -3.53785
C 2.08646 -1.59139 -2.51381
C 3.16774 -2.58932 -3.00695
N 3.62577 -3.41346 -1.89073
C 2.50611 -4.21726 -1.40505
C 1.32581 -3.29009 -1.01116
N 1.72931 -1.88133 -1.11929
C 2.92149 -1.67697 -0.28026
C 4.09371 -2.54596 -0.80938
H 1.18265 -1.65140 -3.11925
H 2.45511 -0.56376 -2.54996
H 4.03159 -2.06836 -3.42527
H 2.77244 -3.25767 -3.77539
H 2.85780 -4.80149 -0.55220
H 2.22107 -4.91585 -2.19481
H 1.01087 -3.46644 0.01614
H 0.46554 -3.44351 -1.66508
H 2.65176 -1.95045 0.74285
H 3.17008 -0.61697 -0.29518
H 4.50806 -3.18114 -0.02361
H 4.90237 -1.92592 -1.20180
*
```

Computed properties:
HOMO level   -9.41 eV
Frontier orbital gap   0.268 Eh


[5]
Molecular formula: C3H7NOS
Method: DFT, ωB97M-V/def2-TZVPD

```
! RIJCOSX wB97M-V def2-TZVPD def2/J DEFGRID3
* xyz 0 1
C 1.68673 1.48084 -0.33234
S 1.30530 -0.27062 -0.56603
N -0.34905 -0.33923 -0.01906
C -0.67412 -1.24115 1.10127
C -1.35980 -0.22530 -0.93276
O -2.51653 -0.57877 -0.67120
H 2.64570 1.55910 -0.85947
H 0.92248 2.15381 -0.75272
H 1.76625 1.64799 0.72595
H -1.44193 -0.73542 1.68872
H 0.16698 -1.50015 1.70941
H -1.13817 -2.21048 0.76580
H -1.01384 0.25938 -1.85756
*
```

Computed properties:
HOMO level   -9.27 eV
Structure (SMILES)   CSN(C)C=O
Frontier orbital gap   0.366 Eh


[6]
Molecular formula: C24H33N5O6
Method: DFT, ωB97M-V/def2-TZVPD

```
! RIJCOSX wB97M-V def2-TZVPD def2/J DEFGRID3
* xyz 0 1
C 2.95456 4.98607 1.82174
C 2.58535 3.95774 2.89385
N 3.14714 2.65720 2.59427
C 4.34677 2.27883 3.04596
O 5.11088 2.97715 3.69760
C 4.74809 0.89145 2.70879
N 5.99625 0.49693 3.09274
C 6.15542 -0.78902 2.72611
N 5.09148 -1.25235 2.13323
C 4.18746 -0.22446 2.10410
C 2.85939 -0.44521 1.51116
O 2.01038 0.43283 1.40443
N 2.70985 -1.72893 1.11269
C 1.60914 -2.36798 0.54644
C 0.39213 -1.72837 0.32243
C -0.66238 -2.42882 -0.22830
C -0.53353 -3.77010 -0.56936
C -1.69664 -4.49784 -1.19294
N -2.01790 -3.97304 -2.50356
C -3.02959 -3.09032 -2.69698
O -3.84404 -2.79797 -1.85483
O -2.98432 -2.63776 -3.96311
C -4.00045 -1.72966 -4.45272
C -5.37827 -2.38749 -4.38362
C -3.60116 -1.47565 -5.90698
C -3.97407 -0.42609 -3.65463
C 0.68414 -4.40101 -0.35170
C 1.74433 -3.71244 0.20411
C 1.06345 3.79433 2.97597
O 0.41292 4.07046 3.94924
O 0.62127 3.30699 1.83250
C -0.75134 2.87012 1.64976
C -0.77507 2.35932 0.20979
C -1.71617 4.03814 1.83690
C -1.04526 1.73446 2.62766
H 2.50788 5.94789 2.05980
H 4.03522 5.09773 1.78613
H 2.59471 4.65282 0.85161
H 2.96691 4.28207 3.86836
H 2.58361 2.00262 2.04589
H 6.62778 1.11849 3.57856
H 7.04792 -1.35534 2.90202
H 3.53775 -2.29781 1.26796
H 0.27693 -0.69150 0.58665
H -1.60713 -1.93307 -0.39353
H -1.47954 -5.56614 -1.28179
H -2.59584 -4.36105 -0.58553
H -1.33076 -4.05502 -3.23584
H -6.11989 -1.73251 -4.83216
H -5.65163 -2.57621 -3.34927
H -5.36821 -3.33238 -4.92287
H -4.31051 -0.79896 -6.37375
H -3.58766 -2.41218 -6.45816
H -2.60839 -1.03557 -5.94970
H -4.67361 0.28277 -4.08852
H -4.25571 -0.61480 -2.62250
H -2.97491 0.00440 -3.67520
H 0.80326 -5.44311 -0.61148
H 2.68632 -4.21324 0.37670
H -0.60227 3.17858 -0.48340
H -1.73476 1.90247 -0.01193
H 0.01473 1.62477 0.07942
H -1.44665 4.85731 1.17329
H -1.68667 4.39423 2.86293
H -2.72663 3.71434 1.60347
H -0.28819 0.96055 2.52085
H -1.03174 2.10148 3.65058
H -2.02253 1.30886 2.41872
*
```

Computed properties:
HOMO level   -8.52 eV
Structure (SMILES)   C[C@H](NC(=O)c1[nH]cnc1C(=O)Nc1ccc(CNC(=O)OC(C)(C)C)cc1)C(=O)OC(C)(C)C
Frontier orbital gap   0.323 Eh


[7]
Molecular formula: C11H34CrFN2O5
Method: DFT, ωB97M-V/def2-TZVPD

```
! RIJCOSX wB97M-V def2-TZVPD def2/J DEFGRID3
* xyz 0 6
Cr 0.30730 -0.84614 -1.32711
F -0.28741 -0.72068 0.73401
C 4.12651 -2.83448 0.08750
C 2.76804 -1.98423 0.04515
C 3.18737 -0.50798 -0.13547
O 1.96535 0.26712 -0.28133
C 1.99514 1.64111 0.16535
N 2.04798 -2.32176 -1.18326
H 3.96876 -3.91039 0.01244
H 4.62890 -2.58077 1.02096
H 4.77377 -2.42768 -0.68946
H 2.04365 -2.12810 0.84681
H 3.74742 -0.16977 -1.00729
H 3.71349 -0.19713 0.76711
H 1.01879 2.12140 0.22984
H 2.51160 2.19830 -0.61626
H 2.30534 1.77112 1.20216
H 2.82594 -2.30816 -1.82723
H 1.89848 -3.30800 -1.02490
C -3.39594 0.43851 -1.43173
C -2.32836 0.83652 -2.41666
C -2.46212 2.14807 -3.20893
O -1.29688 2.33159 -3.96636
C -1.32520 3.33130 -4.91908
N -1.08151 0.97634 -1.59759
H -3.72868 1.23725 -0.76885
H -3.16076 -0.37290 -0.74295
H -4.24680 0.16253 -2.05459
H -2.22971 0.02934 -3.14248
H -2.52714 3.00163 -2.53417
H -3.43256 2.26072 -3.69232
H -1.35759 4.25860 -4.34708
H -2.23677 3.15846 -5.49114
H -0.45298 3.29788 -5.57193
H -1.28719 1.47622 -0.74441
H -0.86146 1.80816 -2.12651
C -2.09137 -2.85209 2.81959
O -1.97803 -1.48417 2.68018
H -2.84428 -3.19153 2.10825
H -1.17528 -3.39950 2.59772
H -2.36655 -3.12317 3.83885
H -1.31188 -1.30712 2.01197
C -1.22101 2.00834 2.55471
O -1.59793 1.57881 1.26785
H -0.15803 2.23159 2.46333
H -1.71854 2.94137 2.81931
H -1.30922 1.24233 3.32514
H -1.26965 0.67669 1.26462
C 1.19648 -1.38328 3.99003
O 1.32334 -0.45430 2.94877
H 0.73321 -0.97135 4.88658
H 0.70726 -2.29529 3.64797
H 2.22841 -1.61464 4.25402
H 0.71822 -0.73670 2.25908
*
```

Computed properties:
HOMO level (spin up / spin down)   -5.52 / -9.26 eV
Expectation value of S²   8.755
Frontier orbital gap (spin up / spin down)   0.218 / 0.352 Eh


Calculated electronic energy, -4113.6009 -2885.3146 -228.7616 -2635.6735 -646.6694 -1659.7137 -2069.4250 a.u. (same order as the records).